[1]
{"formula": "C3H8INOP2", "method": "the ωB97M-V functional and the def2-TZVPD basis", "homo_ev": -9.04, "largest_force_ev_per_a": 1.7, "charge": 0, "orbital_gap_ev": 9.467, "smiles": "CC[P@@H](=O)P=C=N.I", "species": ["C", "C", "C", "N", "O", "P", "P", "I", "H", "H", "H", "H", "H", "H", "H", "H"], "positions_angstrom": [[-0.3556, 2.6866, -0.1475], [1.8675, -1.6023, -0.6462], [1.2651, -1.0532, 0.6342], [-1.4424, 3.1010, -0.4341], [-1.1113, 0.2939, 1.2573], [1.1414, 1.9923, -0.1198], [-0.0380, 0.1813, 0.2496], [-4.3513, -0.7957, -0.2025], [1.1242, -2.1704, -1.2003], [2.2169, -0.7877, -1.2782], [2.7101, -2.2530, -0.4302], [2.0205, -0.5402, 1.2383], [0.8179, -1.8355, 1.2507], [-2.2063, 3.4462, 0.1176], [-3.1091, -0.3951, 0.6865], [-0.5497, -0.2683, -0.9755]], "forces_ev_per_a": [[-1.243, 0.698, -0.851], [0.006, -0.009, 0.020], [-0.197, 0.403, 0.035], [0.480, -0.027, 0.063], [-0.640, 0.120, 0.501], [0.680, -0.264, 0.206], [0.753, -0.945, 0.364], [-0.578, -0.184, -0.417], [0.003, -0.070, -0.122], [0.110, 0.003, -0.166], [0.085, -0.059, -0.039], [-0.100, -0.083, 0.024], [-0.072, 0.068, -0.039], [-0.072, 0.037, 0.318], [0.714, 0.244, 0.444], [0.070, 0.068, -0.341]], "lowdin_charge": [-0.6930, -0.1787, -0.4056, 0.1544, -0.4866, 0.7389, 0.4195, 0.3901, 0.0673, 0.0561, 0.0712, 0.0713, 0.0854, 0.0931, -0.4072, 0.0239]}

[2]
{"formula": "CH13N2O4", "method": "the ωB97M-V functional and the def2-TZVPD basis", "homo_ev": -13.90, "largest_force_ev_per_a": 1.2, "charge": 1, "orbital_gap_ev": 10.804, "species": ["N", "C", "N", "H", "H", "H", "H", "H", "H", "H", "O", "H", "H", "O", "H", "H", "O", "H", "H", "O"], "positions_angstrom": [[1.8024, -1.0543, -1.5331], [0.6272, -1.5722, -1.2471], [-0.4109, -0.8625, -0.9325], [1.9374, -0.0779, -1.3385], [2.4868, -1.5977, -2.0250], [0.5634, -2.6419, -1.3441], [-1.1690, -1.1109, -0.2944], [-0.2796, 0.1446, -0.9380], [-1.1034, 2.5033, -1.1656], [-0.3548, 2.5685, -2.4760], [-0.2550, 2.2673, -1.5593], [0.3184, -0.8613, 3.5826], [0.3016, -0.3371, 2.1001], [0.2870, -1.1174, 2.6592], [0.6213, 1.8170, 1.3775], [1.3795, 1.7835, 0.0324], [1.1048, 1.2410, 0.7781], [-2.5612, 0.3719, 1.0990], [-2.9669, -0.9280, 1.9158], [-2.3290, -0.5358, 1.3088]], "forces_ev_per_a": [[-0.858, 0.133, 0.043], [0.385, -0.554, -0.212], [-0.130, 1.028, 0.589], [0.405, 0.150, -0.217], [0.307, 0.009, 0.106], [-0.282, -0.305, 0.214], [-0.019, -0.754, -0.200], [0.109, 0.201, -0.026], [0.069, 0.098, 0.106], [0.190, -0.084, 0.187], [-0.249, -0.067, -0.371], [0.061, 0.283, -0.036], [0.088, 0.141, 0.306], [0.015, -0.587, -0.255], [0.156, 0.265, -0.062], [-0.180, 0.415, 0.157], [-0.029, -0.469, -0.040], [-0.546, -0.079, 0.400], [-0.020, 0.344, -0.092], [0.526, -0.166, -0.596]], "lowdin_charge": [0.2058, -0.1633, 0.2044, 0.1162, 0.1369, 0.1604, 0.1080, 0.0749, 0.0603, 0.0735, -0.0514, 0.0432, -0.0247, -0.0585, 0.0623, 0.0299, -0.0516, 0.0488, 0.0705, -0.0454]}

[3]
{"formula": "C21H33CrN5O4SSb2Se", "method": "the ωB97M-V functional and the def2-TZVPD basis", "homo_ev": [-10.78, -10.76], "largest_force_ev_per_a": 0.9, "multiplicity": 2, "charge": 1, "orbital_gap_ev": [7.021, 7.466], "species": ["Cr", "C", "Sb", "C", "C", "C", "C", "C", "C", "C", "C", "C", "Sb", "C", "C", "H", "H", "H", "H", "H", "H", "H", "H", "H", "H", "H", "H", "H", "H", "H", "H", "H", "H", "H", "H", "C", "C", "C", "N", "N", "C", "N", "S", "H", "H", "H", "H", "H", "H", "H", "O", "Se", "O", "O", "O", "N", "C", "C", "C", "N", "C", "C", "H", "H", "H", "H", "H", "H"], "positions_angstrom": [[-0.1951, -0.1741, -0.0257], [3.7792, -0.1442, -1.3898], [2.4252, -0.5503, 0.1719], [2.9924, -2.4561, 0.8568], [3.3810, 0.6851, 1.6909], [3.6678, -0.1058, 2.9327], [4.8901, -0.7609, 3.0606], [5.1553, -1.6035, 4.1279], [4.1847, -1.8062, 5.0973], [2.9813, -1.1250, 5.0052], [2.7124, -0.2622, 3.9448], [1.4445, 0.5431, 3.9753], [-0.1350, 0.0168, 2.6372], [-0.5496, -1.9235, 3.3791], [-1.6714, 1.0824, 3.6457], [4.7533, -0.5176, -1.0771], [3.8345, 0.9295, -1.5583], [3.4430, -0.6610, -2.2845], [4.0193, -2.4125, 1.2152], [2.8942, -3.1381, 0.0168], [2.3365, -2.7652, 1.6681], [2.7408, 1.5494, 1.8615], [4.3053, 1.0309, 1.2260], [5.6467, -0.6093, 2.2981], [6.1134, -2.1005, 4.1999], [4.3696, -2.4706, 5.9303], [2.2394, -1.2446, 5.7866], [1.6432, 1.6043, 3.8099], [0.9677, 0.4453, 4.9515], [-0.8434, -1.8518, 4.4253], [0.3432, -2.5401, 3.2879], [-1.3467, -2.3774, 2.7937], [-1.5323, 0.9361, 4.7160], [-2.6397, 0.6837, 3.3492], [-1.6336, 2.1472, 3.4203], [0.6837, 5.4694, 1.8789], [1.5177, 4.9370, 0.7123], [0.8068, 3.8387, -0.0172], [0.7418, 2.6293, 0.3966], [-0.0233, 1.8179, -0.4268], [-0.5014, 2.4518, -1.4844], [-1.2497, 1.8646, -2.4247], [-0.0704, 4.1186, -1.4998], [1.2250, 6.2575, 2.3993], [0.4696, 4.6726, 2.5915], [-0.2639, 5.8826, 1.5314], [2.4649, 4.5343, 1.0725], [1.7504, 5.7422, 0.0148], [-1.1227, 0.8560, -2.5253], [-1.4533, 2.3821, -3.2637], [-0.2788, -0.5815, -1.9525], [0.0641, -2.2446, -1.7178], [1.6416, -2.4871, -1.9951], [-0.1794, -2.1203, -0.0201], [-1.0245, -3.1939, -2.4174], [-6.4404, 0.0524, 0.1492], [-5.0952, -0.0049, 0.1404], [-4.4130, -1.1509, -0.2981], [-3.0449, -1.1708, -0.2904], [-2.2921, -0.1314, 0.1295], [-2.9477, 0.9665, 0.5512], [-4.3100, 1.0793, 0.5734], [-6.9925, -0.7200, -0.1774], [-6.9246, 0.8736, 0.4641], [-4.9528, -2.0208, -0.6468], [-2.5159, -2.0514, -0.6304], [-2.3290, 1.7900, 0.8856], [-4.7687, 1.9955, 0.9202]], "forces_ev_per_a": [[-0.566, -0.021, -0.232], [-0.025, -0.036, -0.125], [0.461, 0.241, 0.352], [0.053, -0.061, -0.032], [0.033, -0.048, 0.061], [-0.042, 0.067, -0.121], [0.023, -0.033, -0.013], [-0.023, 0.001, 0.013], [0.000, 0.015, -0.038], [0.018, -0.017, 0.010], [-0.065, 0.043, 0.065], [0.054, 0.108, -0.023], [-0.017, -0.186, 0.136], [0.001, -0.008, 0.034], [-0.026, 0.052, 0.012], [0.025, 0.011, -0.053], [0.000, 0.004, -0.023], [0.044, 0.019, -0.015], [-0.043, -0.047, -0.028], [-0.014, -0.034, 0.031], [0.001, -0.005, 0.005], [-0.005, -0.005, -0.006], [0.005, 0.016, 0.043], [-0.002, -0.011, -0.003], [0.002, -0.003, -0.002], [0.006, 0.005, 0.007], [0.003, 0.001, 0.003], [0.003, -0.001, 0.011], [0.047, 0.045, 0.025], [0.003, -0.054, 0.004], [0.003, -0.003, 0.013], [-0.005, -0.001, 0.005], [-0.033, 0.016, 0.005], [-0.021, 0.016, 0.024], [0.003, -0.003, -0.005], [0.001, 0.002, 0.006], [-0.068, -0.031, -0.034], [0.063, 0.105, 0.083], [-0.218, -0.094, -0.060], [0.403, 0.046, 0.283], [-0.055, -0.130, -0.117], [0.062, 0.198, -0.078], [-0.013, 0.117, -0.011], [-0.004, 0.006, 0.002], [0.005, -0.001, -0.005], [0.001, 0.001, -0.005], [0.001, -0.006, 0.006], [0.028, -0.005, 0.002], [-0.102, -0.094, 0.027], [-0.016, 0.010, 0.025], [0.066, -0.369, 0.251], [0.087, -0.660, -0.567], [-0.721, 0.112, 0.142], [0.106, 0.289, -0.345], [0.435, 0.443, 0.332], [0.000, 0.016, 0.002], [-0.068, 0.003, -0.002], [-0.012, -0.002, -0.003], [0.069, 0.048, -0.002], [-0.021, -0.078, -0.047], [0.077, -0.028, -0.030], [-0.031, 0.001, -0.007], [0.006, 0.002, 0.009], [0.009, -0.013, -0.013], [-0.007, 0.004, 0.001], [0.012, 0.024, 0.013], [0.005, 0.006, -0.007], [-0.003, -0.006, 0.007]], "lowdin_spin": [0.9950, -0.0033, -0.0112, -0.0016, -0.0026, 0.0002, -0.0004, 0.0002, -0.0004, 0.0001, -0.0001, 0.0005, -0.0082, -0.0028, -0.0039, -0.0006, 0.0000, 0.0000, -0.0004, 0.0001, 0.0000, -0.0001, -0.0003, 0.0000, 0.0000, 0.0000, 0.0000, 0.0000, -0.0001, -0.0004, 0.0000, -0.0001, -0.0005, 0.0000, 0.0000, 0.0000, -0.0001, -0.0003, 0.0019, -0.0022, 0.0007, -0.0005, 0.0000, 0.0000, 0.0000, 0.0000, 0.0000, 0.0000, 0.0002, 0.0000, 0.0223, 0.0003, -0.0032, 0.0169, 0.0018, 0.0002, 0.0002, -0.0001, 0.0015, 0.0010, 0.0004, -0.0001, 0.0000, 0.0000, 0.0001, 0.0000, 0.0000, 0.0000]}

[4]
{"formula": "H3N3O", "method": "the ωB97M-V functional and the def2-TZVPD basis", "homo_ev": -10.08, "largest_force_ev_per_a": 2.8, "charge": 0, "orbital_gap_ev": 10.931, "smiles": "[H]/N=[N+](/N)[O-]", "species": ["N", "N", "N", "O", "H", "H", "H"], "positions_angstrom": [[0.1877, 1.2035, 0.0581], [-0.7769, -0.6987, 0.1585], [0.3628, -0.0284, 0.0561], [1.4158, -0.6523, 0.0354], [1.1358, 1.6173, -0.1285], [-1.4708, -0.0190, 0.3841], [-0.8544, -1.4224, -0.5637]], "forces_ev_per_a": [[1.565, 2.136, -0.795], [-1.004, -2.319, 0.410], [1.196, 0.586, 0.120], [0.539, -0.472, -0.585], [-0.994, -0.374, 0.772], [-1.013, -0.126, -0.585], [-0.289, 0.569, 0.663]], "lowdin_charge": [0.1166, 0.1193, -0.5576, -0.0070, 0.0989, 0.0961, 0.1338]}

[5]
{"formula": "C11H14NO2", "method": "the ωB97M-V functional and the def2-TZVPD basis", "homo_ev": -3.98, "largest_force_ev_per_a": 4.7, "charge": -1, "orbital_gap_ev": 7.328, "species": ["C", "C", "C", "C", "C", "C", "C", "C", "C", "C", "C", "N", "O", "O", "H", "H", "H", "H", "H", "H", "H", "H", "H", "H", "H", "H", "H", "H"], "positions_angstrom": [[-0.6810, 2.2541, 0.7038], [1.5778, 0.7076, -1.1133], [1.5956, 1.4963, 0.0095], [0.4387, -0.2311, -1.3080], [-0.0837, 1.2010, 1.3374], [-0.8674, -0.1867, -0.5696], [-0.6114, -0.1496, 0.9454], [2.8213, 0.6064, -2.0742], [-2.0274, -1.0774, -0.9765], [-1.7042, -0.5231, 1.8832], [0.4628, -1.3632, 1.2038], [-1.2487, 3.1842, 0.2684], [2.4307, 2.2254, 0.4594], [0.6441, -1.1102, -2.1524], [0.2999, 1.3443, 2.2801], [-1.3391, 0.8149, -0.9536], [3.6074, -0.0275, -1.6709], [3.2059, 1.6607, -2.2720], [2.5094, 0.2478, -2.9727], [-2.3088, -1.0122, -2.0398], [-2.9306, -0.7893, -0.3504], [-1.9645, -2.2169, -0.7961], [-2.0971, -1.5418, 1.6594], [-2.6005, 0.2664, 1.8768], [-1.1836, -0.7424, 2.8301], [0.1191, -2.2636, 0.8178], [0.5915, -1.5863, 2.3127], [1.3438, -1.1880, 0.6619]], "forces_ev_per_a": [[-2.396, 3.384, -0.225], [-1.823, -1.057, -0.110], [0.654, -0.279, 0.701], [2.623, -0.168, -1.433], [2.338, -1.563, -3.818], [-1.906, 2.455, -0.472], [1.953, -1.946, 0.148], [-0.426, 2.843, 3.118], [-1.172, -2.414, 0.451], [-2.610, -0.126, 0.143], [-1.150, 2.022, 2.020], [0.810, -1.142, 0.261], [-0.262, 0.545, 0.622], [-0.916, -0.505, -0.223], [0.889, 0.340, 2.017], [1.069, -1.146, 1.139], [0.147, 0.037, 0.073], [-0.212, -1.295, 0.512], [-0.961, -1.286, -2.503], [0.306, 0.292, 0.373], [1.002, -0.079, -0.895], [0.478, 1.578, -0.108], [-0.180, 0.696, -0.210], [1.943, -1.713, 0.491], [-0.784, 0.996, 0.221], [-1.243, -1.666, -0.916], [0.277, 0.717, -1.274], [1.553, 0.480, -0.103]], "lowdin_charge": [-0.3509, -0.1833, -0.2696, -0.3885, -0.1172, -0.2773, -0.4967, -0.0376, -0.0865, -0.1006, -0.0047, 0.1106, 0.0337, 0.0013, 0.0998, 0.1658, 0.0661, 0.0911, 0.0113, 0.0736, 0.0818, 0.0958, 0.0772, 0.1361, 0.0716, 0.0481, 0.0969, 0.0521]}

[6]
{"formula": "C3H3F2N", "method": "the ωB97M-V functional and the def2-TZVPD basis", "homo_ev": [-8.11, -8.75], "largest_force_ev_per_a": 4.5, "charge": 0, "orbital_gap_ev": [7.565, 8.566], "species": ["C", "C", "C", "N", "F", "F", "H", "H", "H"], "positions_angstrom": [[1.1839, 0.4104, 1.1926], [0.1960, -0.2295, -0.7629], [-1.1128, -0.3192, 0.3219], [1.1386, 0.2683, 0.0288], [-1.4714, 1.0067, 0.2714], [-2.0732, -0.8438, -0.4076], [1.8575, 0.6798, 1.9434], [0.4219, -1.2489, -1.0168], [-0.1405, 0.2763, -1.5708]], "forces_ev_per_a": [[-0.747, -0.280, 0.824], [-1.510, -3.756, 1.929], [1.563, 1.687, -1.671], [1.987, 1.300, -0.222], [-0.260, 0.690, 1.091], [-1.406, -1.593, -0.229], [0.869, 0.414, 1.014], [0.230, -0.485, -0.310], [-0.728, 2.023, -2.425]], "lowdin_charge": [0.1519, -0.1542, -0.2677, -0.0124, -0.0272, 0.0404, 0.0658, 0.1201, 0.0833]}

[7]
{"formula": "C5H6N4", "method": "the ωB97M-V functional and the def2-TZVPD basis", "homo_ev": -8.42, "largest_force_ev_per_a": 2.1, "charge": 0, "orbital_gap_ev": 9.208, "smiles": "C1=NN[C@H]2[C@@H]3NC=N[C@@]132", "species": ["C", "C", "C", "C", "C", "H", "H", "H", "H", "H", "H", "N", "N", "N", "N"], "positions_angstrom": [[0.4257, 1.6757, -1.3655], [0.5189, -0.0626, -0.1125], [1.1548, -1.0972, 0.7284], [-0.9271, -0.5320, -0.0852], [-0.6822, 0.8467, 0.4263], [-0.9018, 2.7573, -0.2731], [0.6133, 2.3284, -2.2090], [2.2004, -1.1152, 0.9020], [-1.6143, -1.6405, 1.4994], [-1.4595, -0.6149, -0.9994], [-0.8494, 1.1149, 1.4700], [-0.7418, 1.8381, -0.6168], [1.1969, 0.6558, -1.1589], [0.3559, -1.9428, 1.3022], [-0.9437, -1.6674, 0.7680]], "forces_ev_per_a": [[0.703, -0.483, -1.041], [-0.017, -0.065, 0.736], [-0.973, -0.356, 0.955], [0.178, 0.521, -0.615], [0.597, -1.048, 0.342], [-0.242, 0.788, -0.065], [-0.008, 0.282, 0.188], [0.788, -0.237, 0.159], [-0.553, -0.175, 0.622], [-0.646, -0.065, -0.723], [0.056, 0.063, -0.315], [0.984, -0.808, 0.481], [-2.010, 0.422, 0.501], [0.232, 1.635, -1.252], [0.911, -0.475, 0.028]], "lowdin_charge": [-0.1992, -0.3128, -0.0847, -0.2163, -0.1388, 0.1183, 0.1174, 0.0986, 0.1046, 0.1371, 0.1481, 0.0592, 0.1272, 0.0622, -0.0211]}

[8]
{"formula": "C11H17F3N2O5", "method": "the ωB97M-V functional and the def2-TZVPD basis", "homo_ev": -11.00, "largest_force_ev_per_a": 4.0, "charge": 0, "orbital_gap_ev": 11.424, "smiles": "CCOC(=O)C(F)(F)F.COC(=O)OC.CC#N.CC#N", "species": ["C", "C", "O", "C", "O", "C", "F", "F", "F", "H", "H", "H", "H", "H", "C", "O", "C", "O", "O", "C", "H", "H", "H", "H", "H", "H", "C", "C", "N", "H", "H", "H", "C", "C", "N", "H", "H", "H"], "positions_angstrom": [[-1.5427, 2.8186, 2.6444], [-0.7515, 1.5442, 2.8784], [-1.0290, 0.5305, 1.8530], [-0.4008, -0.6572, 1.8319], [0.2614, -1.0384, 2.7602], [-0.6734, -1.5114, 0.5212], [-1.4222, -0.8369, -0.3646], [0.5177, -1.8385, -0.0422], [-1.2008, -2.7356, 0.9179], [-0.9747, 3.5608, 2.0834], [-1.5554, 3.3267, 3.6086], [-2.5518, 2.5470, 2.3344], [-1.0120, 1.0805, 3.8299], [0.3172, 1.7196, 3.0017], [3.7253, 0.0659, 1.4935], [3.2876, 1.4060, 1.5253], [2.2552, 1.7610, 0.7633], [1.6187, 0.9752, 0.0637], [1.8793, 3.0146, 0.9788], [0.7912, 3.5001, 0.2287], [4.0864, -0.1632, 0.4909], [2.9083, -0.6293, 1.6867], [4.5699, -0.0894, 2.1648], [0.0136, 2.8198, -0.1188], [1.2300, 4.1094, -0.5614], [0.2914, 4.2614, 0.8276], [0.4697, 0.5333, -2.6800], [-0.3551, -0.6243, -3.2103], [-1.0084, -1.4752, -3.6307], [-0.1330, 1.1564, -2.0194], [0.7043, 1.1600, -3.5404], [1.2416, 0.1970, -1.9877], [-2.2332, -4.8799, -3.6567], [-3.3313, -5.3723, -2.8535], [-4.1661, -5.8620, -2.1802], [-1.3122, -5.4079, -3.4092], [-2.1732, -3.7989, -3.5308], [-2.3421, -5.1675, -4.7025]], "forces_ev_per_a": [[0.784, -0.326, 0.711], [0.223, -1.152, 0.735], [-0.009, 0.260, -1.369], [-0.196, 1.108, 1.402], [0.076, -0.447, -0.989], [0.824, -0.832, 0.996], [0.336, -1.158, 0.741], [-0.917, 0.584, 0.141], [-0.027, 2.117, -0.902], [-0.649, -0.469, -0.747], [-0.494, -0.226, 0.304], [0.113, 0.566, -0.263], [-0.343, 0.004, 0.008], [0.161, -0.051, -0.592], [0.053, -1.121, -1.099], [-0.162, 1.764, 0.269], [-1.441, -2.243, -0.180], [1.069, 0.943, 0.560], [0.807, -0.602, 0.726], [-0.392, 1.877, -0.584], [0.008, -0.022, -0.104], [0.007, 0.115, 0.290], [-0.377, 0.466, 0.235], [0.626, -0.452, 0.110], [-0.201, -0.425, -0.561], [0.160, -0.211, 0.319], [-1.522, -0.883, -0.191], [0.402, 0.808, 0.528], [0.407, 0.379, 0.213], [-0.450, -0.171, -0.139], [0.713, -0.196, 0.207], [0.393, -0.050, -0.776], [0.237, -0.115, -0.409], [-2.582, -2.140, 2.182], [2.409, 1.658, -2.045], [0.068, 0.353, 0.589], [0.406, -0.081, -0.226], [-0.520, 0.370, -0.090]], "lowdin_charge": [-0.0430, -0.1778, 0.0025, -0.3722, 0.1504, -0.4495, 0.1596, 0.1338, 0.1208, 0.0423, 0.0842, 0.0939, 0.1238, 0.1226, -0.0334, 0.0175, -0.5607, 0.0723, 0.0240, -0.0532, 0.0992, 0.0905, 0.1015, 0.0986, 0.1040, 0.0801, -0.0562, -0.2454, 0.1280, 0.0599, 0.0796, 0.0545, -0.0884, -0.2819, 0.1091, 0.0837, 0.0436, 0.0816]}